A molecular structure, C45H36AsCl5N2PPtS at a distorted geometry. Source: the Open Molecules 2025 dataset; level of theory: ωB97M-V/def2-TZVPD.

Computed properties:
Charge   +1
Orbital gap   7.92 eV
Highest occupied orbital energy   -10.5 eV
E   -197046.61674 eV
Spin multiplicity   1
F_max   0.036 hartree/bohr

Last column: Mulliken charge in e.
Geometry (Å):
Pt: -1.79558 0.02033 -0.77921  2.29
C: -3.55152 -1.98535 5.60784  -1.55
C: -3.17712 -1.60039 4.20214  0.92
C: -1.85163 -1.55058 3.79503  -1.04
C: -1.54798 -1.17745 2.49772  -1.09
N: -2.46508 -0.86431 1.56919  0.13
C: -3.74792 -0.89833 1.97715  -0.38
C: -4.13218 -1.25336 3.25643  -1.06
H: -2.89271 -2.76571 5.98667  0.38
H: -4.58167 -2.33582 5.66445  0.39
H: -3.45493 -1.12439 6.27314  0.31
H: -1.04539 -1.80328 4.47243  0.53
H: -0.51406 -1.11064 2.18375  0.72
H: -4.49849 -0.63546 1.24649  0.47
H: -5.18681 -1.26294 3.50983  0.43
C: 1.53680 -1.49072 -1.08995  -1.08
C: 1.40211 -1.96838 0.36154  -1.42
As: 1.95400 -0.55928 1.61895  0.93
C: 3.81937 -0.50114 1.08982  0.17
C: 4.37211 0.73725 0.76790  -0.39
C: 5.69669 0.82463 0.34531  -0.64
C: 6.46787 -0.32708 0.24050  -0.49
C: 5.91977 -1.56533 0.56152  -0.70
C: 4.59956 -1.65223 0.98475  -0.13
C: 2.08692 -1.65091 3.22534  0.39
C: 1.41800 -2.86339 3.37286  -0.29
C: 1.47003 -3.55738 4.57882  -0.64
C: 2.19524 -3.04648 5.64523  -0.46
C: 2.87067 -1.83691 5.50465  -0.64
C: 2.80989 -1.14230 4.30453  -0.68
P: 0.47906 -0.04141 -1.54933  -0.78
C: 1.48023 1.46831 -1.33060  1.57
C: 2.53347 1.81907 -2.17554  -0.82
C: 3.21009 3.01873 -1.99178  -1.00
C: 2.84060 3.87833 -0.96484  -0.85
C: 1.79722 3.53537 -0.11351  -0.87
C: 1.12262 2.33788 -0.29681  0.13
C: 0.33617 -0.29685 -3.36564  1.06
C: 1.44343 -0.73698 -4.09833  -0.67
C: 1.35293 -0.94912 -5.46478  -0.88
C: 0.14856 -0.74077 -6.12699  -0.66
C: -0.96698 -0.33049 -5.41433  -1.01
C: -0.87641 -0.11292 -4.04190  -0.42
H: 1.24133 -2.28411 -1.77802  0.74
H: 2.58026 -1.25319 -1.30656  0.64
H: 2.01059 -2.85775 0.52035  0.87
H: 0.36565 -2.24197 0.57015  0.86
H: 3.76573 1.63067 0.83527  0.48
H: 6.12175 1.79047 0.10051  0.45
H: 7.49866 -0.26179 -0.08580  0.40
H: 6.52343 -2.46149 0.48580  0.41
H: 4.18309 -2.61662 1.25461  0.31
H: 0.85700 -3.28855 2.54965  0.21
H: 0.95141 -4.50310 4.67733  0.43
H: 2.24288 -3.58964 6.58035  0.41
H: 3.44475 -1.43580 6.33015  0.41
H: 3.33715 -0.20013 4.20358  0.41
H: 2.82351 1.17124 -2.99313  0.35
H: 4.02287 3.28309 -2.65623  0.48
H: 3.36466 4.81721 -0.83002  0.45
H: 1.50752 4.20109 0.69076  0.45
H: 0.30962 2.06488 0.36465  0.17
H: 2.38604 -0.93201 -3.59967  0.28
H: 2.22288 -1.28545 -6.01420  0.45
H: 0.07974 -0.91194 -7.19481  0.40
H: -1.91495 -0.18592 -5.91948  0.48
H: -1.75385 0.19067 -3.49181  0.43
S: -2.83440 4.01207 0.78907  -0.23
C: -2.76904 2.33862 0.49924  -0.23
N: -2.17388 1.98536 -0.60383  1.27
C: -1.70703 3.09097 -1.32610  -1.30
C: -1.03193 3.08327 -2.54387  -0.41
C: -0.62697 4.28504 -3.08002  -0.81
C: -0.89117 5.49803 -2.42863  -0.63
C: -1.57265 5.52213 -1.22922  -0.52
C: -1.97720 4.30296 -0.68881  1.29
H: -3.19256 1.62000 1.18351  0.27
H: -0.82741 2.15261 -3.04535  0.30
H: -0.09525 4.29425 -4.02280  0.48
H: -0.56142 6.42725 -2.87422  0.43
H: -1.78719 6.45489 -0.72416  0.45
Cl: -1.96540 -2.39151 -1.26429  -0.34
C: -3.63460 -1.84378 -1.39910  0.78
C: -3.72065 -0.48084 -1.28473  -1.76
C: -4.92369 0.09351 -1.65486  1.14
Cl: -5.08394 1.81180 -1.82781  -0.18
C: -6.03320 -0.71424 -1.93107  0.05
Cl: -7.54549 -0.00189 -2.30763  -0.16
C: -5.91933 -2.10888 -1.91413  0.46
Cl: -7.27686 -3.10178 -2.21905  -0.17
C: -4.67565 -2.69046 -1.68233  -0.13
Cl: -4.42179 -4.38101 -1.75372  -0.18



7 unconnected molecules or ions with the total composition C28H35F6N3O18 at a distorted geometry. Source: the Open Molecules 2025 dataset; level of theory: ωB97M-V/def2-TZVPD.

Computed properties:
Orbital gap   10.34 eV
Highest occupied orbital energy   -10.1 eV
E   -87234.06838 eV
Spin multiplicity   1
Structure (SMILES)   CCC[C@@H](C)[C@@H](C#N)[C@@H](C#N)CN.O=C1OC[C@@H](F)O1.O=C1OC[C@@H](F)O1.O=C1OC[C@@H](F)O1.O=C1OC[C@@H](F)O1.O=C1OC[C@@H](F)O1.O=C1OC[C@@H](F)O1
F_max   0.072 hartree/bohr

Last column: Mulliken charge in e.
Geometry (Å):
C: 1.69056 -3.93242 2.12206  -1.26
C: 2.35532 -2.57030 2.32460  -0.82
C: 2.15033 -1.56247 1.17614  -0.32
C: 1.71209 -0.16969 1.65300  0.06
C: 2.45405 0.93028 0.88151  -1.85
C: 0.20733 0.09496 1.63326  1.07
C: -0.25923 0.39070 0.30313  -0.24
N: -0.63531 0.66170 -0.77394  -0.69
C: -0.69230 -0.97293 2.30069  1.35
C: -1.55055 -0.28813 3.24817  -0.41
N: -2.24777 0.34204 3.92944  -0.71
C: -1.64106 -1.70206 1.33206  -1.89
N: -0.94995 -2.34791 0.24498  -0.14
H: 0.89221 -3.90878 1.40099  0.24
H: 1.30138 -4.31312 3.05414  0.31
H: 2.41365 -4.66275 1.79934  0.39
H: 2.05257 -2.14043 3.26832  0.41
H: 3.41350 -2.74828 2.42330  0.57
H: 3.11590 -1.42103 0.71666  0.47
H: 1.50190 -1.94590 0.40444  -0.15
H: 2.03290 -0.10064 2.68086  0.59
H: 3.30633 1.22636 1.46823  0.58
H: 2.80010 0.55136 -0.05999  0.39
H: 1.83850 1.80050 0.71903  0.29
H: 0.07826 1.01651 2.18172  0.28
H: -0.10905 -1.67282 2.87612  0.21
H: -2.38974 -1.00967 0.98315  0.32
H: -2.17556 -2.44566 1.90383  0.79
H: -1.17118 -1.89029 -0.61710  -0.09
H: -1.13558 -3.33191 0.18967  0.28
O: -4.47559 5.69956 2.09480  -0.51
C: -3.68116 4.83266 1.98085  0.47
O: -3.78648 3.80523 1.10057  -0.25
C: -2.57335 3.04222 1.15703  -0.13
C: -2.06226 3.38820 2.53398  0.48
F: -0.70179 3.39678 2.58230  -0.32
O: -2.54524 4.70964 2.72209  -0.36
H: -1.89320 3.37515 0.37208  0.25
H: -2.77495 1.98169 1.02814  0.05
H: -2.44537 2.74435 3.32595  0.29
O: 4.65821 0.52359 -1.49814  -0.40
C: 5.57865 1.10472 -1.03134  0.61
O: 6.67519 1.49447 -1.72246  -0.37
C: 7.49419 2.27355 -0.83718  -0.50
C: 7.03931 1.79365 0.51826  0.30
F: 7.09748 2.77344 1.45106  -0.28
O: 5.67963 1.45814 0.27849  -0.23
H: 7.28155 3.33288 -0.98283  0.28
H: 8.54769 2.08834 -1.02785  0.31
H: 7.56749 0.91446 0.89021  0.29
O: 9.59106 -0.46940 -3.70146  -0.52
C: 8.50590 -0.73674 -4.08782  0.70
O: 7.83465 -0.04202 -5.03610  -0.33
C: 6.61614 -0.74102 -5.32024  -0.44
C: 6.41841 -1.53625 -4.05377  0.68
F: 5.80657 -2.72231 -4.29708  -0.30
O: 7.75038 -1.77396 -3.62474  -0.33
H: 6.75476 -1.39097 -6.18505  0.30
H: 5.80620 -0.04492 -5.51943  0.30
H: 5.87584 -1.00364 -3.27047  -0.07
O: 1.13349 -3.34505 -5.68236  -0.49
C: 0.54758 -2.59200 -4.98886  0.58
O: 0.66054 -1.24118 -5.03773  -0.33
C: -0.31245 -0.67825 -4.14758  -0.40
C: -0.55460 -1.82332 -3.19579  0.67
F: -1.83596 -1.84198 -2.73825  -0.32
O: -0.33568 -2.95848 -4.01052  -0.37
H: -1.21524 -0.42267 -4.70351  0.27
H: 0.07254 0.21140 -3.65652  0.26
H: 0.13080 -1.84964 -2.34560  0.09
O: -6.80597 2.32237 -3.84943  -0.50
C: -6.95290 2.42132 -2.68331  0.55
O: -8.04791 2.95043 -2.08029  -0.32
C: -7.91511 2.75908 -0.66758  -0.42
C: -6.42034 2.61279 -0.51334  0.32
F: -6.09521 1.76525 0.50151  -0.25
O: -6.04126 2.02667 -1.74561  -0.22
H: -8.44001 1.84973 -0.37079  0.29
H: -8.32173 3.60538 -0.12065  0.29
H: -5.88404 3.55220 -0.37765  0.25
O: -4.77743 -3.44071 2.17108  -0.52
C: -5.31388 -2.60326 2.81102  0.56
O: -5.12925 -1.27447 2.62699  -0.18
C: -6.02812 -0.58243 3.49817  -0.39
C: -6.29934 -1.61579 4.56320  0.34
F: -7.55339 -1.51189 5.06722  -0.29
O: -6.17962 -2.83194 3.83878  -0.33
H: -6.93595 -0.31525 2.95522  0.25
H: -5.56500 0.32087 3.88741  0.26
H: -5.58404 -1.61785 5.38708  0.29



C9H8 in the gas phase at a distorted geometry. Source: the Open Molecules 2025 dataset; level of theory: ωB97M-V/def2-TZVPD.

Computed properties:
Orbital gap (spin up / spin down)   8.45 / 8.09 eV
Highest occupied orbital energy (spin up / spin down)   -7.5 / -9.2 eV
E   -9456.54382 eV
Spin multiplicity   3
F_max   0.095 hartree/bohr

Last column: Mulliken spin population.
Geometry (Å):
C: 0.69004 1.67688 0.30042  0.16
C: -0.65254 1.37594 0.18107  -0.07
C: 2.49168 -1.25000 -0.19399  0.07
C: -0.21296 -0.93946 -0.03980  -0.01
C: 1.60783 0.62597 0.19178  0.00
C: -1.19789 0.09059 0.04226  0.15
C: 1.10701 -0.63867 -0.02361  0.14
C: 3.07482 0.26326 0.06469  1.53
C: -2.64294 -0.20225 0.01741  -0.01
H: 0.95982 2.83949 0.43160  0.00
H: -1.39725 2.24300 0.13430  0.00
H: 2.75252 -1.51340 -1.33354  0.01
H: 2.97366 -1.98092 0.45351  0.00
H: -0.59394 -2.01082 -0.15638  0.00
H: -3.09399 -0.09906 -0.99300  0.01
H: -3.11152 0.66965 0.57655  0.00
H: -2.75434 -1.15022 0.34672  0.00